Molecular formula: H36O18
Method: DFT, ωB97M-V with the def2-TZVPD basis set

```
! RIJCOSX wB97M-V def2-TZVPD def2/J DEFGRID3
* xyz 0 1
O -0.79025 -2.42097 3.10842
H -0.08294 -1.97520 2.64234
H -1.58459 -2.16740 2.63835
O 1.75383 -1.11791 1.90796
H 2.52519 -1.35869 2.42106
H 1.85229 -1.59914 1.08641
O -1.08452 3.99952 -1.53123
H -1.48557 3.13544 -1.43772
H -0.44727 4.04672 -0.81855
O -1.95764 -2.93349 -2.08221
H -2.02794 -1.98155 -2.15362
H -1.01769 -3.10876 -2.12717
O 0.21972 1.72640 4.79670
H 0.69180 2.46389 5.18331
H -0.02854 1.18211 5.54393
O 0.71184 1.33407 2.15066
H 1.29094 0.57820 2.24840
H 0.37859 1.49677 3.03310
O 2.56463 -2.63635 -3.58274
H 1.88013 -2.95086 -2.99217
H 2.38123 -3.07086 -4.41568
O -2.73347 0.96647 2.32327
H -2.01694 1.00378 2.95685
H -3.06457 0.07069 2.38791
O 2.56761 -3.52939 0.59709
H 2.71464 -4.46994 0.49726
H 2.93784 -3.31826 1.45417
O -3.94045 -1.44961 2.58418
H -4.32186 -1.40672 1.70730
H -4.08130 -2.35435 2.86317
O 0.09130 -0.17881 -0.30033
H 0.08343 0.61296 -0.83817
H 0.30145 0.13147 0.58046
O 5.06442 1.78752 0.81974
H 4.95937 1.18895 0.08021
H 4.58000 1.37370 1.53411
O 0.03932 -1.08662 -4.34040
H -0.64232 -0.76886 -3.74826
H 0.84572 -0.68689 -4.01456
O 0.74437 -2.83975 -1.48574
H 1.17353 -3.41071 -0.84852
H 0.68739 -1.99082 -1.04720
O -0.12589 4.05766 -4.17023
H 0.72025 3.61144 -4.13600
H -0.38537 4.15074 -3.25358
O -2.10472 -0.02124 -2.85907
H -2.24894 0.42279 -2.02345
H -2.84261 0.24967 -3.40529
O 0.87217 3.67668 0.32967
H 1.81569 3.79503 0.43921
H 0.65367 2.94428 0.90594
O -2.42184 1.53568 -0.67183
H -3.25502 1.99097 -0.79327
H -2.41025 1.29975 0.25577
*
```

Summary:
DFT total energy = -37440.9816 eV
HOMO = -0.36396 hartree
molecular weight = 324.27 g/mol
energy relative to the best compared isomer or geometry (same formula, charge and spin) = 35.3 kcal per mole
Kohn-Sham gap = 9.13 eV